Record 1
Formula: C29H45BO2P2W
Source: OMol25
Level of theory: ωB97M-V/def2-TZVPD

Last column: Löwdin charge in e.
Cartesian coordinates (Å):
W: -1.47651 0.04284 0.95304  1.242
C: -0.79172 0.87803 -0.91900  -0.313
C: -2.13623 1.36022 -0.65269  -0.296
C: -0.75747 2.09539 1.07779  -0.316
C: 0.06951 1.37086 0.13566  -0.308
C: -2.10164 2.08143 0.58954  -0.340
C: -0.26721 0.29920 -2.19788  -0.002
H: -1.03827 0.23653 -2.97429  0.088
H: 0.19690 -0.68182 -2.04027  0.064
H: 0.51286 0.95477 -2.60444  0.109
C: 1.56143 1.38842 0.07480  0.007
H: 1.97446 0.43161 -0.25689  0.099
H: 2.00280 1.66691 1.03551  0.098
H: 1.86526 2.14118 -0.66581  0.114
C: -0.36118 2.70371 2.38157  -0.008
H: -0.68565 3.75535 2.40773  0.106
H: 0.72266 2.64747 2.51926  0.096
H: -0.81788 2.18429 3.23710  0.093
C: -3.24540 2.71710 1.29367  -0.005
H: -3.04343 3.78271 1.45923  0.110
H: -3.40240 2.24496 2.26769  0.087
H: -4.17384 2.58932 0.73368  0.087
C: -3.32825 1.31482 -1.54637  -0.009
H: -3.62434 2.32542 -1.86186  0.119
H: -4.20059 0.90249 -1.03013  0.059
H: -3.14353 0.73377 -2.45454  0.089
C: 1.09756 -3.90065 -0.90518  -0.079
C: 0.78242 -3.35735 -2.08532  -0.085
C: -0.52690 -3.30508 -2.83110  -0.144
C: -1.75415 -3.75495 -2.00504  -0.278
C: -1.71113 -2.87275 -0.83809  -0.224
C: -1.00004 -2.74304 0.38079  -0.277
C: -0.16727 -3.82596 1.10066  -0.142
C: 0.24161 -4.75503 -0.01709  -0.181
H: -0.52200 -3.87398 -3.77558  0.139
H: -1.85961 -4.85159 -1.84561  0.091
H: -0.66413 -2.22956 -3.08512  0.103
H: -0.66377 -5.03145 -0.54297  0.045
H: 2.11224 -3.80643 -0.49186  0.131
H: 1.62483 -3.02339 -2.68411  0.120
H: 0.69614 -5.70180 0.28521  0.143
H: 0.72707 -3.32653 1.50483  0.116
H: -0.41430 -1.77330 0.40550  0.069
H: -0.63338 -4.29461 1.98699  0.123
H: -2.68104 -3.47650 -2.54008  0.130
H: -1.96565 -1.84635 -1.16353  0.102
P: -3.23165 -4.66530 0.07457  0.985
C: -2.70957 -6.29992 0.74656  -0.200
C: -4.80060 -5.21433 -0.72356  -0.198
P: -2.82041 -1.88216 1.40477  0.779
C: -3.47720 -3.61350 1.56140  -0.425
C: -4.25134 -1.13392 0.52350  -0.198
C: -2.75706 -1.28642 3.11397  -0.190
H: -2.22953 -6.22974 1.72819  0.058
H: -2.01598 -6.78342 0.04937  0.060
H: -3.57044 -6.97385 0.83857  0.058
H: -5.15261 -6.17461 -0.32414  0.056
H: -4.60759 -5.38195 -1.79160  0.059
H: -5.60363 -4.47678 -0.63277  0.053
H: -3.08709 -2.15659 3.68757  0.072
H: -3.44434 -0.45021 3.26909  0.075
H: -1.75778 -1.00560 3.47290  0.043
H: -2.98269 -4.09705 2.41948  0.066
H: -4.56824 -3.55664 1.73119  0.079
H: -4.56826 -0.18029 0.97404  0.070
H: -5.07308 -1.85581 0.60262  0.055
H: -4.03104 -1.00750 -0.54325  0.040
O: 0.46508 0.11158 3.63530  0.097
B: 0.24878 -0.31152 2.25318  -0.452
O: 1.43446 -1.06080 1.83321  0.069
C: 2.28638 -1.00092 2.87109  -0.245
C: 3.55302 -1.54589 2.92973  0.013
C: 4.24092 -1.37300 4.14116  -0.063
C: 3.66666 -0.69670 5.23085  -0.060
C: 2.37212 -0.16688 5.15394  0.017
C: 1.70617 -0.31361 3.95404  -0.227
H: 3.95476 -2.07556 2.06701  0.124
H: 5.25229 -1.77010 4.22165  0.112
H: 4.23166 -0.57959 6.16292  0.118
H: 1.87069 0.32258 5.98794  0.129

Summary:
LUMO energy (spin up / spin down) = -6.75 / -8.21 eV
spin multiplicity = 3
total charge = +2
orbital gap (spin up / spin down) = 6.09 / 4.67 eV
⟨S²⟩ = 2.04
E_tot = -2056.3855 a.u.
HOMO energy (spin up / spin down) = -0.4719 / -0.4733 Ha

---

Record 2
Formula: C17H19CrN4O7S2Se2
Source: OMol25
Level of theory: ωB97M-V/def2-TZVPD

Last column: Löwdin charge in e.
Cartesian coordinates (Å):
Cr: 1.11151 -0.73403 -1.34274  0.766
O: 0.82982 -2.37583 -4.38699  -0.303
S: 0.08522 -2.31792 -3.17042  0.311
O: -1.16405 -3.04673 -3.13191  -0.332
O: 0.99496 -2.74496 -1.97558  -0.476
O: -0.19279 -0.86542 -2.78260  -0.434
Se: 1.17556 6.43300 -4.31143  0.742
C: 0.07661 5.25053 -3.26395  -0.683
C: -1.13531 5.68909 -2.75618  -0.140
C: -1.91427 4.85012 -1.94975  -0.166
N: -1.58001 3.60436 -1.69413  0.065
C: -0.39306 3.18248 -2.15874  -0.089
C: 0.46677 3.98144 -2.92179  -0.098
H: -1.45395 6.68839 -2.96903  0.079
H: -2.87177 5.19647 -1.60584  0.094
H: -0.11810 2.16475 -1.94318  0.074
H: 1.37470 3.59967 -3.28771  0.088
O: -1.89726 -1.40230 1.72803  -0.550
S: -1.56087 -1.54639 0.26551  0.870
C: -2.03914 -3.20055 -0.15684  -0.303
C: -3.54622 -3.06663 -0.47578  -0.247
C: -3.84492 -1.78607 -1.14842  -0.222
C: -2.89941 -0.65054 -0.65049  -0.228
H: -1.85922 -3.88292 0.69757  0.110
H: -1.50077 -3.48138 -1.07933  0.064
H: -4.11473 -3.18114 0.36492  0.072
H: -3.86729 -3.88678 -1.12530  0.122
H: -4.90242 -1.54508 -1.15339  0.112
H: -3.61859 -1.93185 -2.15418  0.083
H: -3.33909 0.04751 0.07606  0.093
H: -2.49382 0.00139 -1.39543  0.070
O: 0.85649 0.89432 -0.47017  -0.391
O: 1.83616 0.91325 -1.49934  -0.394
C: -1.92309 -0.09090 4.73327  -0.065
C: -0.99555 -1.24781 4.99162  -0.267
N: -0.26630 -2.11867 5.20203  0.110
H: -1.86151 0.19318 3.71070  0.043
H: -1.76763 0.73611 5.43474  0.075
H: -2.92520 -0.46788 4.96025  0.077
Se: 1.71915 -2.77341 1.15752  1.227
N: 2.37796 -1.26815 0.36339  -0.236
C: 3.36986 -0.80930 1.10989  -0.351
C: 3.98348 0.41967 0.86299  -0.010
C: 4.91521 0.86685 1.75214  -0.048
C: 5.34114 -0.00348 2.83696  -0.082
C: 4.78995 -1.21387 3.05049  -0.027
C: 3.71000 -1.65204 2.20364  -0.379
N: 2.94891 -2.70688 2.40253  -0.232
H: 3.51550 0.99710 0.07238  0.105
H: 5.35571 1.88317 1.63040  0.114
H: 6.10466 0.27746 3.54711  0.095
H: 5.10698 -1.87142 3.80648  0.095

Summary:
LUMO energy (spin up / spin down) = 1.25 / -0.48 eV
spin multiplicity = 5
total charge = -1
orbital gap (spin up / spin down) = 6.52 / 5.05 eV
⟨S²⟩ = 6.08
E_tot = -8048.5794 a.u.
energy above the lowest of the compared OMol25 structures with the same formula, charge and spin = 0.0 kcal/mol
HOMO energy (spin up / spin down) = -0.1937 / -0.2034 Ha

---

Record 3
Formula: C2H8NO2
Source: OMol25
Level of theory: ωB97M-V/def2-TZVPD

Last column: Löwdin charge in e.
Cartesian coordinates (Å):
O: -1.04158 0.65703 1.77743  -0.177
C: -1.04959 -0.38686 1.10111  -0.431
C: -1.02052 -0.18482 -0.49361  -0.156
N: -0.09266 1.02824 -0.70593  0.097
H: -1.03621 -1.33919 1.61095  0.056
H: -0.41066 -1.00790 -0.86910  0.084
H: -2.06276 0.08542 -0.62481  0.087
H: 0.53861 0.71118 -1.47913  0.135
H: -0.55757 1.87992 -1.02532  0.134
H: 0.43532 1.25068 0.14213  0.115
H: 2.03100 -1.48936 -0.34023  0.053
H: 2.42421 -0.56832 0.83713  0.059
O: 1.84241 -0.63602 0.06939  -0.058

Summary:
LUMO energy (spin up / spin down) = 0.48 / 0.18 eV
spin multiplicity = 2
orbital gap (spin up / spin down) = 4.17 / 7.98 eV
⟨S²⟩ = 0.75
E_tot = -286.0864 a.u.
energy above the lowest of the compared OMol25 structures with the same formula, charge and spin = 38.7 kcal/mol
HOMO energy (spin up / spin down) = -0.1354 / -0.2866 Ha

---

Record 4
Formula: C52H54N3OSSi
Source: OMol25
Level of theory: ωB97M-V/def2-TZVPD

Last column: Löwdin charge in e.
Cartesian coordinates (Å):
C: 5.55830 4.15757 2.40873  -0.149
Si: 5.61337 2.43411 3.09009  0.400
C: 7.24827 1.61358 2.75721  -0.155
C: 5.29405 2.45769 4.92578  -0.143
O: 4.46475 1.51150 2.30205  -0.171
C: 3.07998 1.21084 2.41935  -0.339
C: 2.84046 0.15328 3.51330  -0.163
C: 3.88791 -0.59199 4.05354  -0.044
C: 3.60859 -1.54832 5.03377  -0.066
C: 2.28843 -1.81055 5.40084  -0.082
C: 1.23811 -1.05627 4.86724  -0.069
C: 1.52226 -0.05458 3.93890  -0.054
C: 2.34088 2.51970 2.70418  -0.154
C: 2.14406 2.89508 4.03358  -0.048
C: 1.67218 4.17740 4.32771  -0.059
C: 1.33743 5.04777 3.28745  -0.081
C: 1.53885 4.66845 1.95821  -0.071
C: 2.08296 3.41506 1.66497  -0.039
C: 2.69822 0.53477 1.05744  -0.178
C: 3.68637 -0.60697 0.73432  -0.106
C: 2.99095 -1.91744 1.07960  -0.132
C: 1.48854 -1.60004 1.06723  -0.142
N: 1.38405 -0.13690 1.01459  -0.069
C: 0.25211 0.43897 0.52137  -0.065
C: -0.82267 -0.27696 0.08060  -0.146
C: -2.05493 0.22287 -0.63620  -0.242
C: -3.14492 0.52983 0.42214  -0.194
C: -4.26873 1.28953 0.07727  -0.036
C: -5.24012 1.57674 1.04359  -0.071
C: -5.13864 1.02177 2.32517  -0.075
C: -4.07097 0.17658 2.64140  -0.061
C: -3.05399 -0.01075 1.69934  -0.108
H: 6.49301 4.67187 2.68043  0.041
H: 5.46709 4.14927 1.31509  0.041
H: 4.71673 4.72736 2.82245  0.032
H: 8.06108 2.23425 3.15951  0.041
H: 7.30420 0.62806 3.23804  0.034
H: 7.41600 1.47687 1.68113  0.039
H: 6.23322 2.72622 5.43093  0.044
H: 4.53897 3.20634 5.19296  0.027
H: 4.96660 1.48353 5.30979  0.029
H: 4.91849 -0.39737 3.74004  0.114
H: 4.44561 -2.09157 5.48144  0.111
H: 2.07129 -2.60407 6.11520  0.103
H: 0.19807 -1.23709 5.15571  0.106
H: 0.72588 0.59107 3.55265  0.125
H: 2.36941 2.19411 4.84116  0.122
H: 1.57372 4.47399 5.37361  0.112
H: 0.91723 6.02714 3.51268  0.105
H: 1.29514 5.33752 1.13058  0.107
H: 2.31801 3.13360 0.63766  0.111
H: 2.73427 1.29909 0.26644  0.138
H: 3.83765 -0.55425 -0.35349  0.103
H: 4.65770 -0.47653 1.22291  0.119
H: 3.21298 -2.68442 0.32663  0.115
H: 3.29992 -2.29974 2.06006  0.104
H: 1.03903 -2.07011 0.17788  0.109
H: 0.96632 -2.00594 1.95026  0.124
H: 0.25497 1.53392 0.42890  0.144
H: -0.79192 -1.36842 0.16997  0.043
H: -1.86002 1.13071 -1.22867  0.163
H: -4.35616 1.68381 -0.94906  0.116
H: -6.07323 2.23713 0.79517  0.108
H: -5.88408 1.24231 3.08259  0.106
H: -3.99317 -0.32050 3.61125  0.111
H: -2.16717 -0.56863 1.99074  0.085
C: -2.61598 -0.05945 -8.18454  -0.076
C: -2.79807 1.15080 -7.51444  -0.067
C: -2.57265 1.23617 -6.13714  -0.029
C: -2.12521 0.11358 -5.43490  -0.256
C: -1.68268 0.21175 -3.96793  -0.145
C: -0.16898 -0.04389 -3.94786  -0.160
C: 0.42555 -0.39111 -2.73929  -0.032
C: 1.80630 -0.47437 -2.57864  -0.048
C: 2.63483 -0.35366 -3.70165  -0.071
C: 2.06069 -0.13207 -4.95871  -0.064
C: 0.68008 0.07236 -5.06836  -0.019
C: -2.53644 -0.77620 -3.08699  -0.162
C: -4.00565 -0.79255 -3.43317  -0.114
C: -4.63261 -2.11138 -3.06681  -0.095
N: -4.12077 -2.57140 -1.77486  0.009
C: -4.67063 -3.68730 -1.10410  -0.220
C: -4.09164 -3.85956 0.14355  -0.405
C: -4.57617 -4.83817 1.01539  -0.057
C: -5.66074 -5.63537 0.60738  -0.059
C: -6.22894 -5.46188 -0.66593  -0.050
C: -5.72042 -4.48959 -1.55008  0.006
S: -2.79922 -2.69622 0.40484  1.239
C: -3.17138 -1.90545 -1.06733  -0.412
N: -2.55098 -0.78352 -1.54658  0.009
C: -2.04310 -1.12375 -6.08671  -0.053
C: -2.27531 -1.20726 -7.46316  -0.062
H: -2.75430 -0.11729 -9.26335  0.108
H: -3.10339 2.04428 -8.05942  0.110
H: -2.71744 2.17893 -5.60191  0.120
H: -1.87100 1.23843 -3.60799  0.150
H: -0.21587 -0.57784 -1.88835  0.066
H: 2.23296 -0.62995 -1.58180  0.082
H: 3.71442 -0.44390 -3.59382  0.106
H: 2.68950 -0.10691 -5.85388  0.111
H: 0.26826 0.29613 -6.05572  0.116
H: -2.09429 -1.75648 -3.31210  0.154
H: -4.51429 0.03332 -2.92318  0.133
H: -4.15653 -0.62367 -4.49875  0.122
H: -5.72400 -2.02326 -3.01885  0.142
H: -4.39759 -2.86471 -3.83431  0.147
H: -4.11009 -4.95391 1.99493  0.118
H: -6.06145 -6.39736 1.28824  0.118
H: -7.07384 -6.09086 -0.96956  0.118
H: -6.12910 -4.36320 -2.55372  0.117
H: -1.74466 -2.01631 -5.52828  0.127
H: -2.17018 -2.16782 -7.96756  0.110

Summary:
LUMO energy = -2.55 eV
total charge = +1
orbital gap = 7.34 eV
E_tot = -2940.9596 a.u.
energy above the lowest of the compared OMol25 structures with the same formula, charge and spin = 3.1 kcal/mol
HOMO energy = -0.3636 Ha

---

Please write out number 3 again, unchanged.
Formula: C2H8NO2
Source: OMol25
Level of theory: ωB97M-V/def2-TZVPD

Last column: Löwdin charge in e.
Cartesian coordinates (Å):
O: -1.04158 0.65703 1.77743  -0.177
C: -1.04959 -0.38686 1.10111  -0.431
C: -1.02052 -0.18482 -0.49361  -0.156
N: -0.09266 1.02824 -0.70593  0.097
H: -1.03621 -1.33919 1.61095  0.056
H: -0.41066 -1.00790 -0.86910  0.084
H: -2.06276 0.08542 -0.62481  0.087
H: 0.53861 0.71118 -1.47913  0.135
H: -0.55757 1.87992 -1.02532  0.134
H: 0.43532 1.25068 0.14213  0.115
H: 2.03100 -1.48936 -0.34023  0.053
H: 2.42421 -0.56832 0.83713  0.059
O: 1.84241 -0.63602 0.06939  -0.058

Summary:
LUMO energy (spin up / spin down) = 0.48 / 0.18 eV
spin multiplicity = 2
orbital gap (spin up / spin down) = 4.17 / 7.98 eV
⟨S²⟩ = 0.75
E_tot = -286.0864 a.u.
energy above the lowest of the compared OMol25 structures with the same formula, charge and spin = 38.7 kcal/mol
HOMO energy (spin up / spin down) = -0.1354 / -0.2866 Ha

---

> E_tot of number 1 (C29H45BO2P2W)?

-2056.3855 a.u.

---

> Which formula does entry 2 have?

C17H19CrN4O7S2Se2